[1]
Density functional theory data (ωB97M-V with the def2-TZVPD basis set) for 9 unconnected molecules or ions with the total composition C27H52O27.

Each line ends with the Mulliken charge.
Element x y z (Å)
C  -1.69  -0.51  1.77  -0.13
C  -1.49  0.98  1.52  -0.06
O  -0.03  1.07  1.54  -0.26
C  0.50  -0.14  1.26  0.28
O  1.64  -0.29  0.98  -0.56
O  -0.47  -1.09  1.27  0.19
H  -2.50  -0.83  1.12  -0.13
H  -1.85  -0.81  2.79  0.33
H  -1.86  1.61  2.32  0.48
H  -1.74  1.29  0.51  -0.08
C  2.66  -2.92  -1.10  -0.27
O  3.49  -3.81  -0.37  -0.16
C  4.27  -4.69  -0.99  0.70
O  4.28  -4.94  -2.16  -0.57
O  5.06  -5.26  -0.07  -0.33
C  5.94  -6.25  -0.59  -0.68
H  2.52  -2.01  -0.52  -0.32
H  1.72  -3.40  -1.35  0.39
H  3.14  -2.60  -2.03  0.45
H  6.78  -5.82  -1.12  0.29
H  5.40  -6.94  -1.24  0.31
H  6.34  -6.79  0.27  0.23
C  -2.34  -4.18  0.26  -0.54
O  -3.73  -4.42  0.27  -0.33
C  -4.47  -3.91  1.25  0.89
O  -4.11  -3.09  2.05  -0.58
O  -5.70  -4.41  1.16  -0.35
C  -6.63  -3.97  2.15  -0.67
H  -1.81  -4.95  0.82  0.40
H  -2.05  -3.23  0.68  0.04
H  -2.01  -4.21  -0.78  0.32
H  -7.05  -3.01  1.84  0.28
H  -6.17  -3.94  3.13  0.31
H  -7.45  -4.69  2.11  0.24
C  2.98  2.93  1.67  -0.07
O  3.50  4.26  1.45  -0.43
C  3.68  4.78  0.25  0.83
O  4.31  5.77  0.05  -0.60
O  3.13  4.03  -0.73  0.00
C  3.24  4.48  -2.08  -0.74
H  3.33  2.67  2.67  0.36
H  3.43  2.22  0.98  0.03
H  1.90  2.92  1.66  0.00
H  4.16  5.01  -2.28  0.40
H  2.34  5.01  -2.38  0.27
H  3.28  3.57  -2.69  0.12
C  -0.12  4.30  0.36  -0.07
O  -0.34  5.55  0.99  -0.41
C  -0.59  6.57  0.18  0.87
O  -0.58  6.56  -1.02  -0.56
O  -0.85  7.65  0.92  -0.37
C  -1.40  8.74  0.21  -0.64
H  0.78  4.33  -0.26  0.10
H  -0.92  3.99  -0.30  0.30
H  -0.01  3.58  1.16  -0.18
H  -2.37  8.47  -0.24  0.25
H  -0.75  9.09  -0.58  0.29
H  -1.62  9.51  0.94  0.25
C  -3.70  5.30  -0.24  -0.39
O  -4.71  4.38  0.21  -0.41
C  -4.44  3.10  -0.03  0.79
O  -3.39  2.67  -0.45  -0.56
O  -5.51  2.37  0.23  -0.39
C  -5.45  1.00  -0.22  -0.54
H  -3.48  5.21  -1.30  0.31
H  -2.79  5.13  0.33  0.07
H  -4.08  6.27  0.06  0.28
H  -6.47  0.66  -0.33  0.32
H  -4.88  0.43  0.51  0.19
H  -4.96  0.97  -1.19  0.31
C  1.52  -3.38  2.32  -0.28
O  1.34  -2.44  3.37  -0.09
C  1.48  -2.81  4.64  0.64
O  1.13  -2.11  5.55  -0.59
O  2.06  -4.01  4.76  -0.32
C  2.25  -4.49  6.09  -0.75
H  2.50  -3.83  2.40  0.39
H  1.48  -2.81  1.39  -0.26
H  0.76  -4.15  2.25  0.32
H  1.56  -4.03  6.79  0.35
H  3.27  -4.28  6.41  0.27
H  2.12  -5.57  6.06  0.24
C  -0.84  -0.36  -1.96  -0.38
O  -2.25  -0.44  -2.14  -0.27
C  -2.77  -1.65  -2.28  0.84
O  -2.17  -2.62  -2.68  -0.61
O  -4.06  -1.58  -1.99  -0.20
C  -4.92  -2.69  -2.35  -0.71
H  -0.58  0.56  -1.45  -0.02
H  -0.33  -0.39  -2.93  0.49
H  -0.47  -1.21  -1.38  0.05
H  -4.48  -3.29  -3.14  0.34
H  -5.84  -2.21  -2.66  0.25
H  -5.10  -3.30  -1.47  0.18
C  4.01  -0.54  -5.78  -0.64
O  4.53  0.24  -4.72  -0.37
C  3.84  0.21  -3.59  0.81
O  2.81  -0.40  -3.43  -0.50
O  4.47  0.96  -2.70  -0.40
C  4.01  0.88  -1.34  -0.70
H  4.76  -0.58  -6.57  0.24
H  3.12  -0.09  -6.23  0.28
H  3.78  -1.55  -5.45  0.28
H  4.64  1.59  -0.81  0.34
H  4.11  -0.15  -0.99  0.42
H  2.97  1.20  -1.25  0.24

Calculated values
SMILES ... COC(=O)OC.COC(=O)OC.COC(=O)OC.COC(=O)OC.COC(=O)OC.COC(=O)OC.COC(=O)OC.COC(=O)OC.O=C1OCCO1
Energy above the lowest of the compared OMol25 structures with the same formula, charge and spin ... 0.328 eV
Net charge ... 0

=====

[2]
Density functional theory data (ωB97M-V with the def2-TZVPD basis set) for a molecular structure, C26H25AlCl6F3O3.

Each line ends with the Mulliken charge.
Element x y z (Å)
C  4.87  -3.18  1.69  -0.39
O  5.05  -1.92  2.48  -0.40
C  3.76  -1.16  2.51  -0.53
C  3.34  -0.64  1.01  0.67
O  3.49  0.85  0.99  -0.68
Al  2.11  1.58  -0.12  0.62
O  1.73  -0.16  -0.83  -0.77
C  1.84  -0.94  0.43  0.09
C  1.20  -2.44  0.52  -0.49
C  -0.35  -2.34  -0.02  -0.25
C  -1.38  -1.58  1.01  0.24
F  -2.09  -0.36  0.49  -0.31
C  -1.71  -2.00  2.40  0.14
F  -0.71  -2.50  3.38  -0.21
F  -3.14  -1.88  2.85  -0.26
H  3.74  -3.52  1.77  0.09
H  5.16  -3.00  0.56  0.20
H  5.54  -4.05  2.16  0.25
H  2.97  -1.85  3.03  0.23
H  3.98  -0.22  3.21  0.26
H  4.14  -0.95  0.18  0.00
H  2.53  2.51  -1.33  -0.43
H  0.78  1.91  0.69  -0.12
H  1.17  -0.27  1.15  -0.24
H  1.74  -3.25  -0.15  0.41
H  1.18  -2.87  1.62  0.34
H  -0.37  -1.74  -1.05  0.19
H  -0.80  -3.40  -0.25  0.30
Cl  -0.30  7.20  0.78  -0.17
C  -0.82  6.05  1.96  0.23
C  -0.21  4.80  2.12  0.42
Cl  1.13  4.30  1.15  -0.10
C  -0.69  3.91  3.09  -0.60
C  -1.76  4.27  3.90  -0.52
C  -2.37  5.52  3.75  -0.45
C  -1.90  6.41  2.78  -0.38
H  -0.22  2.94  3.22  0.47
H  -2.13  3.58  4.65  0.37
H  -3.20  5.80  4.38  0.35
H  -2.38  7.38  2.67  0.40
Cl  0.28  -5.23  -0.07  -0.14
C  -0.11  -6.07  -1.53  0.49
C  -0.22  -7.47  -1.58  0.15
Cl  0.01  -8.47  -0.20  -0.21
C  -0.53  -8.09  -2.80  -0.38
C  -0.73  -7.33  -3.95  -0.43
C  -0.63  -5.94  -3.89  -0.66
C  -0.32  -5.31  -2.68  -0.32
H  -0.61  -9.18  -2.85  0.39
H  -0.97  -7.82  -4.89  0.34
H  -0.79  -5.35  -4.79  0.36
H  -0.24  -4.23  -2.65  0.43
Cl  -4.82  5.68  -4.55  -0.22
C  -3.51  5.18  -3.54  0.29
C  -2.67  4.11  -3.87  0.34
Cl  -2.86  3.20  -5.32  -0.22
C  -1.63  3.75  -3.00  -0.69
C  -1.42  4.46  -1.82  -0.08
C  -2.25  5.53  -1.49  0.12
C  -3.29  5.89  -2.35  -0.64
H  -0.97  2.92  -3.25  0.47
H  -0.61  4.17  -1.15  0.21
H  -2.09  6.08  -0.57  0.04
H  -3.94  6.72  -2.08  0.37

Calculated values
Net charge ... -1

=====

[3]
Density functional theory data (ωB97M-V with the def2-TZVPD basis set) for a molecular structure, C19H16BrCsN4OSSe2Te2.

Each line ends with the Mulliken charge.
Element x y z (Å)
Cs  0.28  0.46  1.51  1.11
Br  6.04  5.61  -1.82  -0.30
C  4.52  4.65  -1.17  -0.16
C  3.44  5.36  -0.64  -0.42
C  2.34  4.69  -0.18  -0.81
C  2.24  3.25  -0.21  0.01
O  1.19  2.65  0.17  -0.60
C  3.39  2.56  -0.73  0.85
C  3.51  1.12  -0.82  -0.61
N  2.75  0.24  -0.28  0.04
C  3.15  -1.11  -0.39  -0.07
C  4.44  -1.51  -0.17  -0.34
C  4.80  -2.88  -0.21  -0.71
C  3.85  -3.83  -0.44  -0.89
C  2.50  -3.46  -0.65  1.01
C  1.46  -4.40  -0.83  -0.59
C  0.18  -3.97  -0.96  -0.98
C  -0.08  -2.58  -0.93  0.10
N  0.85  -1.67  -0.80  0.04
C  2.14  -2.10  -0.63  0.08
C  4.49  3.28  -1.22  -0.66
H  3.47  6.45  -0.61  0.37
H  1.49  5.23  0.22  0.40
H  4.39  0.78  -1.38  0.41
H  5.19  -0.77  0.09  0.55
H  5.82  -3.17  -0.02  0.36
H  4.11  -4.88  -0.45  0.35
H  1.70  -5.46  -0.84  0.36
H  -0.65  -4.66  -1.06  0.42
H  -1.11  -2.25  -1.01  0.16
H  5.33  2.74  -1.63  0.38
Se  -0.44  -1.68  4.24  -0.75
Te  -1.87  -2.88  2.56  -0.14
Te  -3.38  -1.00  1.16  -0.17
Se  -3.90  -2.25  -0.92  -0.79
S  -3.59  3.52  -0.75  -0.47
C  -2.51  2.42  -1.42  -0.04
N  -1.18  2.57  -1.47  0.01
C  -0.51  1.40  -2.04  0.58
C  -1.66  0.42  -2.22  0.10
N  -2.84  1.27  -2.06  -0.15
H  -0.69  3.20  -0.85  0.18
H  0.27  1.07  -1.35  -0.69
H  -0.03  1.66  -2.99  0.12
H  -1.68  -0.36  -1.45  -0.17
H  -1.66  -0.06  -3.19  0.22
H  -3.72  0.83  -1.82  0.31

Calculated values
Energy above the lowest of the compared OMol25 structures with the same formula, charge and spin ... 0.000 eV
Net charge ... -2

=====

no.,E (a.u.),HOMO-LUMO gap (eV),LUMO energy (eV)
1,-3091.53107,11.05,0.4183
2,-4534.48654,7.36,2.1119
3,-9359.34615,4.32,3.5257